Density functional theory data (wB97M-V/def2-TZVPD) for a structure of composition C33H33BrN3O2STi at a distorted geometry.

Geometry as XYZ:
```
74
Properties=species:S:1:pos:R:3
Ti 0.71 1.70 0.06
C -0.17 1.08 3.86
C 1.33 1.19 3.55
C 2.08 1.91 4.68
C 1.61 1.92 2.25
C 0.87 3.07 1.87
C 1.25 3.81 0.73
C 2.31 3.40 -0.09
C 2.64 4.16 -1.35
C 3.01 2.23 0.25
C 2.67 1.51 1.43
H -0.32 0.36 4.67
H -0.73 0.74 2.99
H -0.58 2.04 4.19
H 1.73 0.18 3.46
H 1.69 2.92 4.81
H 3.14 1.98 4.45
H 1.96 1.37 5.61
H 0.10 3.45 2.52
H 0.73 4.74 0.52
H 1.84 4.03 -2.08
H 3.57 3.81 -1.79
H 2.73 5.22 -1.14
H 3.90 1.96 -0.29
H 3.27 0.67 1.73
Br 3.93 -3.55 4.15
C 2.58 -4.07 2.93
C 2.89 -4.93 1.88
C 1.90 -5.30 0.99
C 0.61 -4.77 1.11
C 0.31 -3.92 2.17
C 1.29 -3.58 3.09
N -0.37 -5.23 0.20
N -1.19 -4.45 -0.31
C -1.11 -3.06 -0.14
C -2.24 -2.38 0.27
C -2.24 -1.00 0.52
C -1.09 -0.28 0.30
O -0.93 1.03 0.56
C 0.02 -0.93 -0.29
N 1.05 -0.08 -0.65
C 2.09 -0.62 -1.28
C 2.19 -1.99 -1.53
C 1.19 -2.85 -1.14
C 0.05 -2.32 -0.50
H 3.90 -5.30 1.77
H 2.11 -5.98 0.18
H -0.69 -3.55 2.30
H 1.06 -2.92 3.92
H -3.14 -2.96 0.45
H -3.11 -0.51 0.91
H 2.86 0.07 -1.60
H 3.06 -2.36 -2.05
H 1.26 -3.91 -1.35
C -4.47 -1.10 -4.98
C -3.74 -0.29 -3.95
C -2.36 -0.08 -4.05
C -1.70 0.74 -3.16
C -2.42 1.38 -2.16
C -3.78 1.15 -2.00
C -4.43 0.31 -2.90
S -1.65 2.67 -1.19
C -2.11 3.99 -2.35
O -0.15 2.52 -1.50
H -4.38 -0.64 -5.96
H -5.53 -1.17 -4.74
H -4.07 -2.11 -5.05
H -1.81 -0.55 -4.85
H -0.63 0.93 -3.25
H -4.32 1.63 -1.20
H -5.49 0.14 -2.79
H -1.68 3.76 -3.32
H -1.72 4.93 -1.96
H -3.19 4.03 -2.39
```

Calculated values
* ⟨S²⟩: 2.01
* spin multiplicity: 3
* Kohn-Sham gap (alpha / beta): 0.214 / 0.261 Eh
* net charge: +1
* E_HOMO (alpha / beta): -0.3361 / -0.3798 Ha

Atomic partial charges in e from the Mulliken method, atoms 1 to 5:
1 Ti -0.2221
2 C -1.4912
3 C 0.3484
4 C -1.5823
5 C 0.8723

---

Density functional theory data (wB97M-V/def2-TZVPD) for a structure of composition C33H33N6OPS5SbTi.

Geometry as XYZ:
```
81
Properties=species:S:1:pos:R:3
Ti -0.28 0.23 -0.58
C 1.27 -3.93 0.50
C 0.51 -2.76 -0.03
N 0.89 -1.54 0.11
N 1.97 -1.31 0.96
C 1.77 -0.25 1.81
N 2.77 0.09 2.59
S 0.26 0.51 1.89
C -0.80 -2.90 -0.70
C -1.30 -4.10 -1.15
C -2.59 -4.14 -1.68
C -3.32 -2.98 -1.72
C -2.74 -1.80 -1.26
N -1.51 -1.76 -0.76
H 1.65 -3.69 1.49
H 2.12 -4.13 -0.15
H 0.65 -4.82 0.56
H 2.89 -1.44 0.54
H 3.64 -0.42 2.62
H 2.71 0.97 3.09
H -0.71 -5.01 -1.10
H -3.00 -5.07 -2.05
H -4.33 -2.96 -2.11
H -3.28 -0.86 -1.28
S 2.30 3.38 2.42
Sb 2.49 3.56 0.24
S 2.11 1.30 -1.04
S 0.45 2.56 -1.13
N 0.84 1.49 -4.39
C 1.08 0.30 -3.85
S -0.17 -0.51 -2.97
N 2.26 -0.27 -4.07
C 2.73 -1.47 -3.44
C 2.16 -2.70 -3.75
C 2.67 -3.85 -3.16
C 3.75 -3.78 -2.29
C 4.32 -2.55 -2.00
C 3.81 -1.39 -2.57
H -0.03 1.95 -4.16
H 1.54 2.01 -4.88
H 2.95 0.26 -4.58
H 1.34 -2.75 -4.45
H 2.24 -4.81 -3.42
H 4.16 -4.68 -1.87
H 5.19 -2.49 -1.35
H 4.26 -0.42 -2.37
O -2.07 0.91 -0.31
P -2.99 2.11 -0.06
C -2.36 3.20 1.20
C -2.57 2.86 2.54
C -2.01 3.63 3.55
C -1.25 4.74 3.23
C -1.05 5.09 1.90
C -1.59 4.32 0.89
C -4.55 1.42 0.48
C -4.54 0.23 1.20
C -5.73 -0.31 1.67
C -6.93 0.35 1.43
C -6.94 1.53 0.70
C -5.76 2.08 0.23
C -3.22 3.02 -1.58
C -3.73 4.32 -1.57
C -3.96 4.97 -2.77
C -3.69 4.33 -3.98
C -3.19 3.04 -3.98
C -2.95 2.38 -2.78
H -3.17 2.00 2.80
H -2.17 3.36 4.58
H -0.82 5.35 4.01
H -0.46 5.97 1.65
H -1.43 4.60 -0.15
H -3.60 -0.28 1.39
H -5.72 -1.23 2.24
H -7.85 -0.07 1.79
H -7.88 2.04 0.51
H -5.78 3.00 -0.34
H -3.94 4.83 -0.64
H -4.35 5.98 -2.77
H -3.88 4.84 -4.91
H -3.00 2.53 -4.92
H -2.57 1.37 -2.79
```

Calculated values
* ⟨S²⟩: 0.76
* spin multiplicity: 2
* Kohn-Sham gap (alpha / beta): 0.258 / 0.264 Eh
* net charge: +2
* E_HOMO (alpha / beta): -0.4637 / -0.4760 Ha

Atomic partial charges in e from the Mulliken method, atoms 1 to 5:
1 Ti 0.1543
2 C -1.5605
3 C 0.3848
4 N 1.4960
5 N -0.3341

---

Density functional theory data (wB97M-V/def2-TZVPD) for a structure of composition C33H34BrCaN7O4S at a distorted geometry.

Geometry as XYZ:
```
81
Properties=species:S:1:pos:R:3
Ca -0.25 0.05 0.22
C -2.74 -0.12 2.62
C -2.24 1.32 2.57
N -1.85 1.65 1.19
C -3.00 1.77 0.30
C -3.36 0.48 -0.41
C -4.62 0.34 -0.99
C -4.92 -0.84 -1.65
C -3.98 -1.86 -1.67
C -2.76 -1.65 -1.06
C -1.72 -2.75 -1.00
N -0.59 -2.43 -0.12
C -0.76 -3.00 1.23
C -1.94 -2.37 1.95
N -1.69 -0.95 2.06
N -2.45 -0.49 -0.48
H -3.00 -0.38 3.65
H -3.65 -0.23 2.02
H -3.01 2.01 2.95
H -1.36 1.40 3.21
H -1.33 2.52 1.18
H -3.88 2.14 0.83
H -2.76 2.49 -0.48
H -5.34 1.14 -0.93
H -5.88 -0.96 -2.12
H -4.20 -2.80 -2.16
H -2.22 -3.67 -0.68
H -1.35 -2.94 -2.01
H 0.27 -2.79 -0.52
H -0.90 -4.09 1.18
H 0.16 -2.81 1.80
H -2.86 -2.53 1.38
H -2.07 -2.86 2.93
H -0.87 -0.82 2.66
C 3.68 4.80 5.80
C 3.33 3.55 5.04
C 2.74 3.64 3.78
C 2.35 2.51 3.09
C 2.58 1.26 3.67
C 3.18 1.14 4.90
C 3.56 2.29 5.58
S 1.81 -0.17 2.91
O 0.45 -0.02 3.40
O 2.47 -1.38 3.34
N 1.79 0.00 1.32
C 3.04 0.13 0.71
C 4.26 0.22 1.38
C 5.47 0.50 0.73
C 5.52 0.69 -0.62
C 4.34 0.51 -1.37
C 4.36 0.60 -2.77
C 3.23 0.33 -3.47
C 2.07 -0.04 -2.76
N 2.00 -0.10 -1.45
C 3.11 0.19 -0.73
H 2.77 5.29 6.15
H 4.21 5.51 5.17
H 4.29 4.57 6.67
H 2.57 4.62 3.34
H 1.89 2.57 2.12
H 3.35 0.16 5.32
H 4.02 2.21 6.56
H 4.30 0.05 2.44
H 6.37 0.58 1.33
H 6.44 0.95 -1.12
H 5.28 0.88 -3.27
H 3.20 0.36 -4.55
H 1.19 -0.29 -3.32
Br -0.30 -2.83 -5.12
C -1.09 -1.11 -4.88
C -1.84 -0.55 -5.90
N -2.38 0.65 -5.80
C -2.18 1.34 -4.68
C -1.45 0.85 -3.60
C -0.91 -0.42 -3.70
C -1.27 1.71 -2.35
O -1.85 2.80 -2.35
O -0.49 1.27 -1.43
H -1.99 -1.08 -6.84
H -2.62 2.33 -4.62
H -0.36 -0.81 -2.86
```

Calculated values
* Kohn-Sham gap: 0.295 Eh
* E_HOMO: -0.2810 Ha

Atomic partial charges in e from the Mulliken method, atoms 1 to 5:
1 Ca 2.8409
2 C -0.9581
3 C -0.9999
4 N -0.1271
5 C -2.1071

---

Density functional theory data (wB97M-V/def2-TZVPD) for a structure of composition C33H34BrCeN7O8.

Geometry as XYZ:
```
84
Properties=species:S:1:pos:R:3
Ce -0.41 -0.33 0.41
C -2.76 -0.06 -2.33
O -1.44 0.36 -1.94
C -1.04 1.64 -2.28
C -1.85 2.57 -2.89
C -1.34 3.82 -3.20
C -0.03 4.14 -2.89
C 0.78 3.20 -2.29
C 0.28 1.94 -1.98
N 1.05 0.93 -1.35
N 2.27 0.99 -1.66
C 3.21 0.15 -1.16
C 2.93 -0.89 -0.25
O 1.74 -1.14 0.14
C 4.02 -1.66 0.27
C 5.28 -1.42 -0.13
C 5.61 -0.42 -1.10
C 6.93 -0.23 -1.54
C 7.22 0.72 -2.48
C 6.19 1.51 -3.02
C 4.89 1.34 -2.60
C 4.57 0.37 -1.63
H -3.51 0.59 -1.87
H -2.83 -0.04 -3.41
H -2.87 -1.07 -1.96
H -2.88 2.34 -3.12
H -1.99 4.55 -3.67
H 0.36 5.13 -3.12
H 1.81 3.42 -2.03
H 3.77 -2.42 1.00
H 6.10 -2.01 0.29
H 7.71 -0.84 -1.12
H 8.24 0.86 -2.82
H 6.42 2.25 -3.77
H 4.09 1.94 -3.01
N 1.20 1.31 1.80
C 0.87 0.79 3.15
C 1.10 -0.72 3.09
O 2.13 -1.19 3.54
N 0.09 -1.39 2.45
C 0.36 -2.81 2.21
C -0.26 -3.37 0.93
O -0.41 -4.56 0.84
O -0.64 -2.50 0.01
H 2.18 1.10 1.60
H 1.08 2.31 1.76
H -0.18 1.01 3.35
H 1.49 1.21 3.93
H -0.03 -3.43 3.03
H 1.43 -3.01 2.17
Br -6.19 5.34 3.19
C -4.43 4.70 2.92
C -3.41 5.15 3.74
N -2.15 4.73 3.60
C -1.90 3.84 2.65
C -2.86 3.34 1.78
C -4.17 3.80 1.92
C -2.53 2.33 0.72
O -3.31 2.17 -0.21
O -1.42 1.68 0.90
H -3.60 5.87 4.53
H -0.88 3.50 2.56
H -4.94 3.44 1.24
C -3.84 0.43 3.01
N -2.87 -0.67 3.01
C -2.66 -1.30 4.31
C -3.59 -2.49 4.48
C -3.27 -3.47 3.37
N -3.21 -2.80 2.07
C -3.35 -3.68 0.91
C -2.95 -1.50 1.90
O -2.84 -0.98 0.76
H -3.46 1.25 3.62
H -4.80 0.11 3.42
H -4.00 0.77 2.00
H -2.83 -0.55 5.08
H -1.62 -1.62 4.38
H -4.63 -2.17 4.41
H -3.45 -2.98 5.45
H -4.03 -4.25 3.30
H -2.31 -3.96 3.56
H -2.65 -4.51 0.98
H -3.13 -3.13 0.00
H -4.37 -4.06 0.88
```

Calculated values
* Kohn-Sham gap: 0.231 Eh
* E_HOMO: -0.2895 Ha

Atomic partial charges in e from the Mulliken method, atoms 1 to 5:
1 Ce 0.5671
2 C -0.9309
3 O -0.5180
4 C 0.7457
5 C -0.6128

---

| no. | E (eV) |
| --- | --- |
| 1 | -147309.413 |
| 2 | -138857.062 |
| 3 | -152715.299 |
| 4 | -144559.619 |